Run 1
The following is a quantum chemistry calculation of a cluster of 2 separate species, C5H16NS2 in total, from OMol25.

The geometry in ORCA input format:
```
! wB97M-V def2-TZVPD RIJCOSX def2/J DEFGRID3
* xyz 1 1
C -1.797 -1.909 0.528
C -2.145 -0.413 0.500
C -0.928 0.548 0.465
N -2.855 -0.124 -0.802
H -2.730 -2.460 0.349
H -1.169 -2.190 -0.338
H -1.298 -2.307 1.486
H -2.869 -0.148 1.240
H -0.198 0.152 -0.225
H -0.541 0.632 1.486
H -1.153 1.537 0.068
H -3.608 -0.797 -0.975
H -3.346 0.778 -0.815
H -2.218 -0.118 -1.583
C 2.164 1.578 -1.356
C 2.988 0.901 -0.159
S 2.348 -0.801 0.186
S 3.633 -1.454 1.693
H 1.077 1.664 -1.104
H 2.221 0.959 -2.274
H 2.508 2.634 -1.534
H 2.857 1.494 0.734
H 4.030 0.749 -0.337
H 3.028 -0.906 2.766
*
```

## Properties
- lowest unoccupied orbital energy (eV) = -3.63
- frontier orbital gap (hartree) = 0.2950



Run 2
The following is a quantum chemistry calculation of a cluster of 2 separate species, C5H16NS2 in total, from OMol25.

The geometry in ORCA input format:
```
! wB97M-V def2-TZVPD RIJCOSX def2/J DEFGRID3
* xyz 1 1
C -1.340 2.378 -0.369
C -1.587 0.839 -0.346
C -2.675 0.435 -1.365
N -0.257 0.217 -0.729
H -0.559 2.622 0.396
H -1.006 2.670 -1.361
H -2.325 2.836 -0.160
H -1.850 0.527 0.671
H -2.380 0.661 -2.389
H -3.584 0.984 -1.147
H -2.930 -0.633 -1.268
H 0.573 0.431 -0.178
H -0.479 -0.792 -0.573
H -0.124 0.378 -1.720
C 2.500 -2.076 -0.155
C 2.371 -1.626 1.294
S 2.285 0.202 1.392
S 1.194 0.340 3.219
H 3.434 -1.704 -0.618
H 1.639 -1.704 -0.791
H 2.534 -3.186 -0.230
H 3.228 -1.892 1.915
H 1.476 -2.043 1.754
H -0.138 0.137 2.759
*
```

## Properties
- lowest unoccupied orbital energy (eV) = -3.24
- frontier orbital gap (hartree) = 0.3545



Relative energies in kcal/mol: run 1 7.2; run 2 0.0



Run 1
The following is a quantum chemistry calculation of the molecule C3H10N4O, from OMol25.

The geometry in ORCA input format:
```
! wB97M-V def2-TZVPD RIJCOSX def2/J DEFGRID3
* xyz 0 1
H -1.713 -0.869 1.594
N -0.725 -1.024 1.772
C 0.030 -0.666 0.827
N 1.446 -0.767 1.051
N 2.353 -1.313 0.136
C -0.371 -0.188 -0.549
C 0.411 1.008 -1.085
O -1.830 0.109 -0.505
N -2.088 1.422 -0.001
H 1.639 -1.062 2.003
H 2.737 -0.579 -0.454
H 1.907 -2.015 -0.453
H -0.339 -1.033 -1.248
H 0.693 1.679 -0.277
H -0.245 1.568 -1.751
H 1.303 0.686 -1.616
H -2.957 1.702 -0.449
H -2.248 1.341 1.005
*
```

## Properties
- SMILES = [H]/N=C(/NN)[C@H](C)ON
- lowest unoccupied orbital energy (eV) = 0.86
- frontier orbital gap (hartree) = 0.3675



Run 2
The following is a quantum chemistry calculation of a cluster of 2 separate species, C3H10N4O in total, from OMol25.

The geometry in ORCA input format:
```
! wB97M-V def2-TZVPD RIJCOSX def2/J DEFGRID3
* xyz 0 1
N -0.939 -0.795 0.217
C -1.345 -1.386 -0.846
N -1.855 -2.654 -0.901
N -1.261 -0.753 -2.061
H -1.226 -1.289 1.055
H -2.165 -3.104 -0.059
H -2.235 -3.054 -1.740
H -1.941 -0.957 -2.767
H -0.858 0.167 -2.024
C 0.966 2.276 1.578
N 1.197 1.213 0.614
C 2.468 0.832 0.379
O 3.450 1.455 0.735
H 1.459 2.049 2.523
H -0.108 2.369 1.743
H 1.377 3.221 1.230
H 0.455 0.516 0.513
H 2.561 -0.107 -0.190
*
```

## Properties
- SMILES = N=C(N)N.CNC=O
- lowest unoccupied orbital energy (eV) = 0.49
- frontier orbital gap (hartree) = 0.3504



Relative energies in kcal/mol: run 1 81.3; run 2 0.0



Run 1
The following is a quantum chemistry calculation of the ion C4H10N with charge +1, from OMol25.

The geometry in ORCA input format:
```
! wB97M-V def2-TZVPD RIJCOSX def2/J DEFGRID3
* xyz 1 1
C -0.363 2.273 0.363
N -0.754 1.096 0.478
C -0.534 0.178 -0.613
C 0.777 -0.567 -0.185
C 0.433 -2.058 0.183
H 0.035 2.718 -0.630
H -0.661 3.070 1.013
H -1.118 0.917 1.439
H -1.380 -0.484 -0.816
H -0.339 0.613 -1.604
H 1.571 -0.482 -1.010
H 1.392 -0.255 0.734
H 0.739 -2.534 -0.744
H -0.676 -2.148 0.243
H 0.879 -2.338 1.149
*
```

## Properties
- SMILES = C=[NH+]CCC
- lowest unoccupied orbital energy (eV) = -5.16
- frontier orbital gap (hartree) = 0.3697



Run 2
The following is a quantum chemistry calculation of a cluster of 2 separate species, C4H10N in total, from OMol25.

The geometry in ORCA input format:
```
! wB97M-V def2-TZVPD RIJCOSX def2/J DEFGRID3
* xyz 1 1
C -2.194 0.735 0.535
C -0.995 0.507 1.333
C -0.096 -0.534 1.126
C 0.108 -1.142 -0.077
N 2.634 0.058 -1.606
H -2.597 1.748 0.606
H -2.976 0.120 1.021
H -0.932 1.138 2.208
H 3.626 0.016 -1.445
H 0.626 -0.718 1.899
H 0.966 -1.790 -0.198
H -0.619 -1.120 -0.891
H 2.239 0.980 -1.535
H -2.172 0.365 -0.491
H 2.383 -0.363 -2.486
*
```

## Properties
- lowest unoccupied orbital energy (eV) = -6.85
- frontier orbital gap (hartree) = 0.2465



Relative energies in kcal/mol: run 1 0.0; run 2 4.0



Run 1
The following is a quantum chemistry calculation of a cluster of 2 separate species, C4H10N in total, from OMol25.

The geometry in ORCA input format:
```
! wB97M-V def2-TZVPD RIJCOSX def2/J DEFGRID3
* xyz 1 1
C 1.711 -1.491 -0.889
N 1.959 -1.100 0.372
H 1.883 -2.593 -1.156
H 1.789 -0.772 -1.706
H 2.100 -0.167 0.661
H 2.144 -1.818 1.041
C -1.247 1.124 -0.901
C -1.074 1.343 0.599
C -1.271 0.309 1.478
H -1.607 0.055 -1.143
H -2.045 1.651 -1.254
H -0.302 1.353 -1.522
H -0.835 2.317 0.887
H -1.724 0.569 2.369
H -1.482 -0.779 1.164
*
```

## Properties
- lowest unoccupied orbital energy (eV) = -6.46
- frontier orbital gap (hartree) = 0.2316



Run 2
The following is a quantum chemistry calculation of a cluster of 2 separate species, C4H10N in total, from OMol25.

The geometry in ORCA input format:
```
! wB97M-V def2-TZVPD RIJCOSX def2/J DEFGRID3
* xyz 1 1
C -0.835 1.159 -0.887
C -0.934 -0.728 1.755
C 1.386 0.371 -1.573
C 0.181 -1.003 0.954
N 0.221 0.541 -0.669
H -1.610 1.284 -0.018
H -1.196 1.710 -1.863
H -0.680 0.177 2.485
H -1.697 -0.407 1.198
H -1.007 -1.613 2.341
H 1.284 1.199 -2.188
H 1.398 -0.665 -1.907
H 2.444 0.422 -1.105
H -0.115 -1.657 0.106
H 1.160 -0.791 1.372
*
```

## Properties
- lowest unoccupied orbital energy (eV) = -5.22
- frontier orbital gap (hartree) = 0.3640



Run 3
The following is a quantum chemistry calculation of the ion C4H10N with charge +1, from OMol25.

The geometry in ORCA input format:
```
! wB97M-V def2-TZVPD RIJCOSX def2/J DEFGRID3
* xyz 1 1
C -1.982 -0.286 0.183
C -0.817 0.526 -0.444
N 0.425 0.126 0.354
C 1.412 -0.819 -0.126
C 1.756 0.602 0.052
H -2.022 -1.321 -0.228
H -1.739 -0.400 1.278
H -2.853 0.391 0.092
H -1.070 1.633 -0.211
H -0.715 0.283 -1.605
H 0.108 0.246 1.289
H 1.254 -1.246 -1.182
H 1.886 -1.627 0.417
H 2.300 0.829 0.970
H 2.058 1.062 -0.839
*
```

## Properties
- SMILES = CC[NH+]1CC1
- lowest unoccupied orbital energy (eV) = -3.08
- frontier orbital gap (hartree) = 0.5070



Run 4
The following is a quantum chemistry calculation of a cluster of 2 separate species, C4H10N in total, from OMol25.

The geometry in ORCA input format:
```
! wB97M-V def2-TZVPD RIJCOSX def2/J DEFGRID3
* xyz 1 1
C -2.523 -0.094 -0.148
C -1.025 -0.197 0.588
C -0.019 0.526 -0.234
C 3.230 0.035 -0.100
N 2.222 -0.592 0.219
H -2.354 0.741 -0.804
H -2.547 -0.999 -0.738
H -3.200 -0.236 0.678
H -1.179 0.151 1.601
H -0.849 -1.270 0.580
H -0.067 0.234 -1.291
H -0.086 1.597 -0.078
H 3.571 0.879 0.521
H 3.938 -0.522 -0.732
H 0.887 -0.251 -0.061
*
```

## Properties
- lowest unoccupied orbital energy (eV) = -8.37
- frontier orbital gap (hartree) = 0.2237



Relative energies in kcal/mol: run 1 24.8; run 2 43.0; run 3 0.0; run 4 114.0



Run 1
The following is a quantum chemistry calculation of the ion C3H7IN3 with charge +1, from OMol25.

The geometry in ORCA input format:
```
! wB97M-V def2-TZVPD RIJCOSX def2/J DEFGRID3
* xyz 1 1
C 0.027 1.797 -0.271
N -0.116 0.667 0.686
N 0.970 -0.185 0.485
C 0.378 -1.723 -0.151
N -0.955 -1.532 -0.188
C -1.425 -0.434 0.104
I -3.324 0.298 -0.013
H 0.115 1.321 -1.260
H -1.007 2.401 -0.140
H 0.936 2.301 0.019
H 1.337 -0.607 1.277
H 1.667 0.094 -0.064
H 0.644 -2.400 0.580
H 0.753 -1.999 -1.064
*
```

## Properties
- SMILES = CN1[NH2+]CN=C1I
- lowest unoccupied orbital energy (eV) = -3.54
- frontier orbital gap (hartree) = 0.3879



Run 2
The following is a quantum chemistry calculation of the ion C3H7IN3 with charge +1, from OMol25.

The geometry in ORCA input format:
```
! wB97M-V def2-TZVPD RIJCOSX def2/J DEFGRID3
* xyz 1 1
C 0.458 -1.526 0.785
N -0.516 -0.651 0.194
N -0.036 0.547 -0.421
C -1.339 1.415 -0.577
N -2.377 0.647 -0.044
C -1.859 -0.524 0.435
I -2.992 -1.949 1.396
H -0.057 -2.387 1.206
H 1.147 -1.880 0.014
H 1.027 -1.037 1.580
H 0.384 0.338 -1.338
H 0.689 1.008 0.154
H -1.494 1.630 -1.639
H -1.232 2.357 -0.023
*
```

## Properties
- SMILES = CN1[NH2+]CN=C1I
- lowest unoccupied orbital energy (eV) = -3.77
- frontier orbital gap (hartree) = 0.3525



Relative energies in kcal/mol: run 1 39.7; run 2 0.0



Run 1
The following is a quantum chemistry calculation of a cluster of 3 separate species, C4H15N2O2 in total, from OMol25.

The geometry in ORCA input format:
```
! wB97M-V def2-TZVPD RIJCOSX def2/J DEFGRID3
* xyz 1 1
N -3.659 -1.136 -1.815
C 1.020 0.246 -0.691
C 1.607 -0.710 0.218
C 3.154 -0.479 0.408
O 3.620 -1.251 1.449
C -0.253 0.948 -0.504
N -0.167 1.826 0.727
H -3.757 -0.999 -0.823
H -3.200 -2.008 -2.007
H -4.564 -1.059 -2.259
H 1.390 0.258 -1.718
H 1.160 -0.510 1.198
H 1.404 -1.731 -0.125
H 3.746 -0.595 -0.499
H 3.265 0.560 0.709
H 3.904 -2.111 1.121
H -1.106 0.270 -0.351
H -0.345 1.519 -1.428
H 0.738 1.604 1.146
H 0.019 2.796 0.467
H -2.056 1.329 1.373
H -3.309 0.698 2.022
O -2.608 0.535 1.383
*
```

## Properties
- lowest unoccupied orbital energy (eV) = -7.28
- frontier orbital gap (hartree) = 0.1877



Run 2
The following is a quantum chemistry calculation of a cluster of 2 separate species, C4H15N2O2 in total, from OMol25.

The geometry in ORCA input format:
```
! wB97M-V def2-TZVPD RIJCOSX def2/J DEFGRID3
* xyz 1 1
N -1.862 -0.950 -1.576
C -1.274 -1.438 -0.311
C -1.439 -0.440 0.839
N -1.194 0.942 0.284
C 0.132 1.590 0.484
C 0.997 1.421 -0.720
O 1.130 0.066 -1.108
H -1.184 -0.251 -1.905
H -2.780 -0.521 -1.465
H -1.929 -1.687 -2.279
H -1.617 -2.435 0.050
H -0.228 -1.725 -0.474
H -2.445 -0.355 1.250
H -0.758 -0.647 1.671
H -1.922 1.475 0.740
H -0.142 2.611 0.731
H 0.659 1.201 1.382
H 2.003 1.860 -0.647
H 0.494 1.913 -1.573
H 1.828 -0.344 -0.593
H 3.953 -1.289 1.217
H 4.153 -0.316 2.253
O 3.423 -0.681 1.752
*
```

## Properties
- lowest unoccupied orbital energy (eV) = -3.10
- frontier orbital gap (hartree) = 0.3711



Run 3
The following is a quantum chemistry calculation of a cluster of 2 separate species, C4H15N2O2 in total, from OMol25.

The geometry in ORCA input format:
```
! wB97M-V def2-TZVPD RIJCOSX def2/J DEFGRID3
* xyz 1 1
N 1.385 -1.008 -2.103
C 2.112 -1.485 -0.893
C 1.313 -0.923 0.405
N -0.139 -1.059 0.261
C -0.856 0.197 0.594
C -1.957 0.527 -0.443
O -1.430 0.295 -1.773
H 2.024 -0.514 -2.731
H 0.547 -0.441 -1.895
H 1.083 -1.752 -2.736
H 2.260 -2.558 -0.898
H 3.107 -1.037 -0.965
H 1.797 -1.521 1.165
H 1.636 0.096 0.501
H -0.465 -1.806 0.859
H -1.083 0.361 1.652
H -0.157 1.041 0.473
H -2.236 1.579 -0.494
H -2.860 -0.082 -0.348
H -2.162 -0.035 -2.273
H -0.569 3.388 3.960
H -1.959 3.471 4.216
O -1.390 3.266 3.463
*
```

## Properties
- lowest unoccupied orbital energy (eV) = -3.10
- frontier orbital gap (hartree) = 0.3749



Run 4
The following is a quantum chemistry calculation of a cluster of 3 separate species, C4H15N2O2 in total, from OMol25.

The geometry in ORCA input format:
```
! wB97M-V def2-TZVPD RIJCOSX def2/J DEFGRID3
* xyz 1 1
C -0.709 2.583 0.785
C -1.460 1.665 -0.221
C -0.663 0.531 -0.774
C -1.186 -0.303 -1.683
N -0.734 -1.516 -2.128
N 0.446 0.098 0.129
H 0.203 3.109 0.452
H -0.601 1.987 1.682
H -1.297 3.498 0.969
H -2.381 1.526 0.343
H -1.571 2.361 -1.100
H -2.126 -0.169 -2.279
H 0.082 -1.930 -1.701
H -1.067 -1.867 -3.008
H 0.970 -0.756 -0.100
H 1.010 0.925 0.324
H 0.006 -0.180 1.013
H 2.164 -0.515 3.462
H 2.451 -1.382 2.231
O 2.006 -0.575 2.515
H 0.979 -3.110 0.270
H 2.001 -3.357 -0.765
O 1.477 -2.623 -0.416
*
```

## Properties
- lowest unoccupied orbital energy (eV) = -3.14
- frontier orbital gap (hartree) = 0.3289



Relative energies in kcal/mol: run 1 67.5; run 2 0.0; run 3 7.3; run 4 1.7